No. 1
Entry from the Open Molecules 2025 dataset: a molecular structure, C2H3N4O in a non-equilibrium geometry (the ωB97M-V functional and the def2-TZVPD basis).

Results
E = -371.881663 Eh
multiplicity = 1
Kohn-Sham gap = 0.399 Eh
relative energy (zero: lowest compared OMol25 entry of this formula, charge and spin) = 321.4 kJ/mol
charge = +1
LUMO level = -6.0 eV

Positions of all 10 atoms, in Å:
1 C -1.829 0.696 0.627
2 C 0.355 -0.021 -0.366
3 N -0.169 -0.848 1.532
4 N 0.974 -1.324 1.060
5 N 1.299 -0.812 -0.101
6 N -0.560 -0.050 0.589
7 O -2.556 0.532 1.510
8 H -1.830 1.207 -0.446
9 H 0.246 0.937 -1.395
10 H 1.578 -2.054 1.520

No. 2
Entry from the Open Molecules 2025 dataset: 12 unconnected molecules or ions with the total composition CH27N3O11 in a non-equilibrium geometry (the ωB97M-V functional and the def2-TZVPD basis).

Results
E = -1046.230701 Eh
multiplicity = 1
Kohn-Sham gap = 0.364 Eh
structure (SMILES) = N=C(N)N.O.O.O.O.O.O.O.O.O.O.O
LUMO level = 0.2 eV

Positions of all 42 atoms, in Å:
1 N -0.547 -1.741 -1.694
2 C -0.380 -0.468 -1.190
3 N -0.807 0.488 -2.122
4 N 0.206 -0.231 -0.078
5 H -0.436 -1.897 -2.678
6 H -0.485 -2.510 -1.025
7 H -1.723 0.306 -2.496
8 H -0.923 1.394 -1.670
9 H 0.531 -1.028 0.455
10 H -1.440 -4.038 0.081
11 H -0.184 -3.815 1.000
12 O -0.486 -3.969 0.099
13 H -2.048 1.664 0.480
14 H -2.910 2.616 -0.404
15 O -2.603 1.711 -0.315
16 H -0.813 1.063 2.678
17 H -0.121 1.135 1.226
18 O -0.546 1.628 1.953
19 H -1.694 -1.479 0.967
20 H -2.948 -2.309 1.263
21 O -2.006 -2.250 1.457
22 H 2.035 -2.571 2.453
23 H 0.705 -2.168 3.040
24 O 1.164 -2.932 2.670
25 H 2.013 2.511 -1.964
26 H 0.954 1.767 -2.901
27 O 1.883 1.940 -2.733
28 H 3.427 1.948 -0.416
29 H 2.066 1.377 -0.662
30 O 2.501 2.123 -0.204
31 H 2.850 -0.982 -0.596
32 H 2.482 -0.587 -1.974
33 O 3.084 -0.324 -1.266
34 H 0.006 4.362 -0.529
35 H 0.235 3.200 0.273
36 O -0.261 3.431 -0.531
37 H -3.976 0.671 1.525
38 H -3.799 -0.203 0.259
39 O -4.344 -0.065 1.035
40 H 3.159 0.742 2.530
41 H 2.727 0.863 1.100
42 O 2.973 0.183 1.768

No. 3
Entry from the Open Molecules 2025 dataset: a molecular structure, C45H29Br2Cl4N6O5S2W in a non-equilibrium geometry (the ωB97M-V functional and the def2-TZVPD basis).

Results
E = -10289.118368 Eh
<S²> = 2.03
multiplicity = 3
Kohn-Sham gap (alpha / beta) = 0.194 / 0.215 Eh
relative energy (zero: lowest compared OMol25 entry of this formula, charge and spin) = 57.3 kJ/mol
charge = +1
LUMO level (alpha / beta) = -3.9 / -4.1 eV

Positions of all 94 atoms, in Å:
1 W -1.169 -0.298 0.423
2 Cl 4.023 2.626 3.745
3 C 2.446 2.125 3.276
4 C 1.362 2.365 4.113
5 Cl 1.582 3.145 5.628
6 C 0.082 1.960 3.726
7 Cl -1.298 2.197 4.731
8 C -0.094 1.336 2.502
9 O -1.265 0.899 2.042
10 C 0.988 1.120 1.644
11 O 0.652 0.577 0.468
12 C 2.257 1.493 2.041
13 Cl 3.603 1.218 0.998
14 O -6.834 -1.641 -3.838
15 N -6.366 -0.531 -3.987
16 O -6.690 0.265 -4.835
17 C -5.332 -0.100 -3.018
18 C -5.320 1.211 -2.717
19 C -4.397 1.719 -1.742
20 C -4.367 3.053 -1.326
21 C -3.457 3.423 -0.365
22 C -2.572 2.478 0.147
23 N -2.566 1.205 -0.251
24 C -3.484 0.829 -1.174
25 C -3.495 -0.553 -1.523
26 N -2.588 -1.322 -0.875
27 C -2.632 -2.639 -1.077
28 C -3.508 -3.224 -1.977
29 C -4.407 -2.446 -2.675
30 C -4.438 -1.069 -2.426
31 H -6.016 1.878 -3.205
32 H -5.053 3.771 -1.756
33 H -3.401 4.440 -0.007
34 H -1.842 2.739 0.899
35 H -1.946 -3.246 -0.500
36 H -3.480 -4.294 -2.117
37 H -5.092 -2.899 -3.372
38 S 0.368 -1.957 -0.970
39 C 1.394 -1.037 -1.903
40 N 2.566 -1.494 -2.312
41 C 3.475 -0.662 -3.093
42 C 3.391 0.753 -2.602
43 N 2.004 1.194 -2.660
44 C 1.786 2.617 -2.966
45 C 2.172 3.452 -1.769
46 C 1.270 3.581 -0.712
47 C 1.628 4.268 0.433
48 C 2.895 4.832 0.537
49 C 3.788 4.723 -0.516
50 C 3.423 4.040 -1.670
51 C 1.017 0.376 -2.343
52 S -0.597 0.727 -2.372
53 C 3.060 -2.841 -1.999
54 C 4.161 -2.780 -0.973
55 C 3.900 -2.219 0.274
56 C 4.908 -2.134 1.221
57 C 6.176 -2.616 0.931
58 C 6.440 -3.180 -0.309
59 C 5.434 -3.256 -1.262
60 H 3.213 -0.738 -4.154
61 H 4.482 -1.053 -2.951
62 H 3.982 1.403 -3.245
63 H 3.759 0.849 -1.580
64 H 0.739 2.750 -3.227
65 H 2.395 2.854 -3.839
66 H 0.295 3.116 -0.802
67 H 0.935 4.356 1.261
68 H 3.181 5.358 1.438
69 H 4.770 5.172 -0.441
70 H 4.123 3.964 -2.495
71 H 3.409 -3.278 -2.937
72 H 2.222 -3.433 -1.640
73 H 2.909 -1.843 0.506
74 H 4.703 -1.685 2.184
75 H 6.961 -2.552 1.673
76 H 7.429 -3.555 -0.536
77 H 5.641 -3.694 -2.232
78 Br 1.599 -3.243 3.582
79 C -0.248 -2.908 3.681
80 C -1.008 -3.453 4.734
81 C -2.353 -3.219 4.825
82 Br -3.327 -3.964 6.262
83 C -3.017 -2.428 3.855
84 C -4.393 -2.116 3.843
85 C -4.906 -1.340 2.840
86 C -4.053 -0.873 1.826
87 N -2.768 -1.147 1.806
88 C -2.235 -1.899 2.812
89 C -0.837 -2.113 2.722
90 O -0.204 -1.588 1.704
91 H -0.512 -4.061 5.477
92 H -5.029 -2.491 4.633
93 H -5.953 -1.079 2.809
94 H -4.447 -0.263 1.023

No. 4
Entry from the Open Molecules 2025 dataset: a molecular structure, C36H33N10Ru in a non-equilibrium geometry (the ωB97M-V functional and the def2-TZVPD basis).

Results
E = -2033.324014 Eh
<S²> = 8.89
multiplicity = 6
Kohn-Sham gap (alpha / beta) = 0.211 / 0.220 Eh
charge = +2
LUMO level (alpha / beta) = -5.8 / -7.0 eV

Positions of all 80 atoms, in Å:
1 Ru -12.025 -6.483 -12.954
2 C -11.510 -9.875 -11.892
3 N -10.941 -9.573 -13.233
4 C -11.802 -9.570 -14.400
5 C -13.180 -8.893 -14.214
6 N -13.456 -7.758 -13.587
7 C -14.818 -7.473 -13.713
8 C -15.640 -6.633 -12.945
9 C -16.969 -6.556 -13.300
10 C -17.532 -7.422 -14.269
11 C -16.769 -8.386 -14.853
12 C -15.393 -8.423 -14.581
13 N -14.333 -9.310 -14.961
14 C -11.159 -8.705 -10.994
15 N -11.936 -7.623 -11.007
16 C -10.458 -6.278 -9.699
17 C -10.139 -5.242 -8.665
18 C -9.129 -5.415 -7.729
19 C -8.255 -6.535 -7.829
20 C -8.517 -7.596 -8.691
21 C -9.624 -7.555 -9.540
22 N -10.146 -8.750 -10.124
23 H -10.993 -10.778 -11.485
24 H -12.585 -9.953 -11.859
25 H -10.139 -10.178 -13.359
26 H -12.109 -10.548 -14.783
27 H -11.387 -9.027 -15.287
28 H -15.257 -6.115 -12.081
29 H -17.619 -5.800 -12.822
30 H -18.645 -7.451 -14.486
31 H -17.224 -9.105 -15.537
32 H -14.470 -10.245 -15.305
33 H -10.854 -4.378 -8.593
34 H -8.909 -4.600 -7.039
35 H -7.417 -6.566 -7.122
36 H -7.840 -8.469 -8.713
37 H -9.532 -9.525 -10.084
38 C -11.684 -3.797 -19.550
39 C -12.000 -4.320 -18.151
40 C -13.316 -4.356 -17.645
41 C -13.487 -4.726 -16.302
42 C -12.449 -4.912 -15.388
43 N -12.534 -4.831 -14.032
44 C -13.242 -3.854 -13.285
45 C -13.721 -2.697 -13.960
46 C -14.723 -1.947 -13.324
47 C -15.038 -2.133 -11.945
48 C -15.886 -1.082 -11.234
49 C -14.396 -3.123 -11.268
50 C -13.480 -3.955 -11.868
51 N -12.638 -4.916 -11.189
52 C -12.943 -5.757 -10.196
53 C -11.890 -6.758 -9.742
54 C -10.258 -5.433 -10.899
55 N -11.201 -5.005 -11.724
56 C -11.140 -5.087 -15.967
57 C -10.931 -4.698 -17.311
58 N -10.131 -5.859 -15.350
59 C -8.811 -5.944 -15.640
60 C -8.158 -6.790 -14.787
61 C -9.166 -7.204 -13.923
62 N -10.342 -6.653 -14.208
63 H -10.826 -4.272 -19.980
64 H -11.396 -2.760 -19.530
65 H -12.537 -3.897 -20.235
66 H -14.193 -4.254 -18.314
67 H -14.549 -4.807 -15.977
68 H -13.291 -2.548 -14.963
69 H -15.231 -1.157 -13.853
70 H -15.353 -0.132 -11.256
71 H -15.885 -1.300 -10.148
72 H -16.919 -1.068 -11.650
73 H -14.612 -3.343 -10.189
74 H -13.989 -5.842 -9.825
75 H -12.312 -7.376 -8.900
76 H -9.338 -4.836 -11.045
77 H -9.899 -4.763 -17.761
78 H -8.352 -5.323 -16.356
79 H -7.178 -7.183 -14.959
80 H -9.073 -7.795 -13.017

No. 5
Entry from the Open Molecules 2025 dataset: 3 unconnected molecules or ions with the total composition C16H34Br2FNO2 in a non-equilibrium geometry (the ωB97M-V functional and the def2-TZVPD basis).

Results
E = -6083.084743 Eh
multiplicity = 1
Kohn-Sham gap = 0.382 Eh
structure (SMILES) = C[C@@H](Br)[C@@H](Br)N(F)C(=O)O.CCCCCC.CCCCCC
relative energy (zero: lowest compared OMol25 entry of this formula, charge and spin) = 54.5 kJ/mol
LUMO level = 0.2 eV

Positions of all 56 atoms, in Å:
1 C -0.867 -2.251 2.852
2 C -1.163 -1.105 1.892
3 Br -1.076 -1.734 0.028
4 C -2.428 -0.309 2.257
5 Br -3.041 0.858 0.788
6 N -3.472 -1.134 2.852
7 F -4.607 -0.306 2.971
8 C -3.922 -2.249 2.038
9 O -3.982 -3.284 2.526
10 O -4.291 -2.040 0.772
11 H 0.190 -2.419 2.970
12 H -1.250 -3.164 2.410
13 H -1.366 -2.151 3.808
14 H -0.349 -0.405 1.959
15 H -2.125 0.393 3.016
16 H -3.891 -2.763 0.271
17 C 1.129 5.937 4.348
18 C 0.241 5.786 3.116
19 C -0.588 4.503 3.118
20 C 0.225 3.209 3.108
21 C 1.191 3.058 1.935
22 C 0.492 3.029 0.579
23 H 1.872 5.141 4.411
24 H 1.667 6.886 4.316
25 H 0.532 5.922 5.262
26 H 0.854 5.841 2.212
27 H -0.443 6.637 3.073
28 H -1.262 4.517 2.257
29 H -1.234 4.500 4.002
30 H -0.475 2.363 3.103
31 H 0.788 3.124 4.042
32 H 1.747 2.125 2.063
33 H 1.935 3.860 1.948
34 H -0.229 2.211 0.537
35 H 1.219 2.879 -0.221
36 H -0.035 3.962 0.374
37 C 1.984 -1.282 -2.793
38 C 1.143 -1.530 -4.042
39 C 0.316 -2.813 -3.968
40 C 1.129 -4.102 -3.847
41 C 2.137 -4.339 -4.969
42 C 1.492 -4.478 -6.345
43 H 2.726 -2.068 -2.641
44 H 2.522 -0.336 -2.878
45 H 1.351 -1.231 -1.906
46 H 1.788 -1.542 -4.924
47 H 0.459 -0.687 -4.175
48 H -0.327 -2.868 -4.851
49 H -0.361 -2.749 -3.109
50 H 0.433 -4.947 -3.811
51 H 1.658 -4.111 -2.889
52 H 2.689 -5.257 -4.749
53 H 2.878 -3.535 -4.991
54 H 0.774 -5.300 -6.358
55 H 2.250 -4.684 -7.103
56 H 0.973 -3.565 -6.642

No. 6
Entry from the Open Molecules 2025 dataset: a gas-phase ion, C11H16N3 (charge +1) in a non-equilibrium geometry (the ωB97M-V functional and the def2-TZVPD basis).

Results
E = -592.699759 Eh
multiplicity = 1
Kohn-Sham gap = 0.296 Eh
structure (SMILES) = [H]/N=C(/c1ccccc1C)[C@@H](C)/[NH+]=C/N
relative energy (zero: lowest compared OMol25 entry of this formula, charge and spin) = 226.0 kJ/mol
charge = +1
LUMO level = -3.5 eV

Positions of all 30 atoms, in Å:
1 C -3.162 1.090 0.880
2 C -3.933 0.443 -0.157
3 C -1.780 0.965 0.919
4 C -3.244 -0.093 -1.184
5 C -1.110 0.292 -0.125
6 C -1.875 -0.216 -1.205
7 C 3.365 0.534 0.693
8 C 0.329 0.548 -0.140
9 C -1.123 -0.689 -2.344
10 C 0.417 -1.752 1.278
11 C 1.119 -0.416 1.186
12 N 0.911 1.312 -0.844
13 N 4.611 0.405 0.370
14 N 2.518 -0.489 0.654
15 H -3.788 1.799 1.517
16 H -5.036 0.591 -0.110
17 H -1.247 1.512 1.672
18 H -3.781 -0.362 -2.101
19 H 3.101 1.471 1.289
20 H -1.723 -1.326 -2.941
21 H -0.882 0.105 -2.910
22 H -0.147 -1.031 -2.001
23 H 1.001 -2.671 1.354
24 H -0.183 -1.775 0.439
25 H -0.392 -1.741 2.072
26 H 1.141 0.198 2.121
27 H 1.950 1.612 -0.849
28 H 5.152 1.280 0.576
29 H 5.029 -0.375 -0.104
30 H 2.762 -1.221 -0.005

No. 7
Entry from the Open Molecules 2025 dataset: 2 unconnected molecules or ions with the total composition C4H9O2 (the ωB97M-V functional and the def2-TZVPD basis).

Results
E = -308.340579 Eh
multiplicity = 1
Kohn-Sham gap = 0.299 Eh
relative energy (zero: lowest compared OMol25 entry of this formula, charge and spin) = 11.3 kJ/mol
charge = -1
LUMO level = 4.2 eV

Positions of all 15 atoms, in Å:
1 C 2.247 0.587 -0.229
2 C 1.199 -0.506 0.165
3 O 0.541 -0.265 1.207
4 O 1.146 -1.522 -0.559
5 H 1.705 1.333 -0.815
6 H 3.053 0.186 -0.846
7 H 2.685 1.026 0.666
8 C -1.982 1.056 -0.746
9 C -2.643 0.208 0.323
10 H -1.484 0.457 -1.512
11 H -2.604 1.773 -1.281
12 H -1.116 1.521 -0.264
13 H -3.109 0.814 1.104
14 H -1.849 -0.360 0.815
15 H -3.374 -0.533 -0.004

No. 8
Entry from the Open Molecules 2025 dataset: 2 unconnected molecules or ions with the total composition C3H12O3PSi in a non-equilibrium geometry (the ωB97M-V functional and the def2-TZVPD basis).

Results
E = -977.758988 Eh
<S²> = 2.01
multiplicity = 3
Kohn-Sham gap (alpha / beta) = 0.349 / 0.193 Eh
charge = +1
LUMO level (alpha / beta) = -3.2 / -9.3 eV

Positions of all 20 atoms, in Å:
1 C 0.960 -0.384 -1.226
2 C -1.984 -1.671 -1.105
3 C -1.635 1.457 -1.953
4 O -1.129 0.414 0.717
5 O 3.258 0.221 3.906
6 O 1.020 0.608 1.907
7 Si -0.983 -0.097 -0.996
8 P -0.548 1.081 1.905
9 H 1.442 -0.689 -0.327
10 H 1.126 -1.139 -1.968
11 H 1.400 0.511 -1.623
12 H -2.863 -1.673 -0.453
13 H -2.249 -1.827 -2.140
14 H -1.409 -2.552 -0.977
15 H -2.564 1.247 -2.370
16 H -1.980 2.178 -1.275
17 H -0.816 1.735 -2.609
18 H 3.863 0.062 4.747
19 H 3.574 -0.360 3.175
20 H 1.518 0.879 2.662